No. 1
The following is a DFT calculation (ωB97M-V/def2-TZVPD) of a 2-piece molecular cluster, C2H7N2S overall at a distorted geometry.

Computed properties:
Kohn-Sham gap ... 7.048 eV
Total energy ... -588.1143 Eh
Lowest unoccupied orbital energy ... 4.121 eV
Relative energy (zero: lowest compared OMol25 entry of this formula, charge and spin) ... 56.29 kJ/mol

Structure (ORCA input):
```
! RIJCOSX wB97M-V def2-TZVPD def2/J DEFGRID3
* xyz -1 1
C 1.34 -0.21 -0.77
N 0.09 -0.85 -0.43
C 0.06 -1.47 0.79
N -0.76 -2.40 1.09
H 1.21 0.39 -1.67
H 1.67 0.52 -0.02
H 2.17 -0.92 -0.86
H -0.68 -0.25 -0.72
H 0.81 -1.04 1.48
H -0.73 -2.57 2.09
S -0.45 2.13 -0.32
H -1.13 3.26 -0.11
*
```

=====

No. 2
The following is a DFT calculation (ωB97M-V/def2-TZVPD) of a 2-piece molecular cluster, C2H7N2S overall at a distorted geometry.

Computed properties:
Kohn-Sham gap ... 6.891 eV
Total energy ... -588.1252 Eh
Lowest unoccupied orbital energy ... 4.199 eV
Relative energy (zero: lowest compared OMol25 entry of this formula, charge and spin) ... 27.72 kJ/mol

Structure (ORCA input):
```
! RIJCOSX wB97M-V def2-TZVPD def2/J DEFGRID3
* xyz -1 1
C 1.51 1.48 -1.20
S 1.77 0.60 0.39
H 0.53 1.93 -1.18
H 1.61 0.78 -2.04
H 2.30 2.17 -1.42
N -0.70 -1.12 -0.46
C -1.54 -0.75 0.52
N -2.81 -0.94 0.47
H -1.16 -1.14 -1.36
H 0.31 -0.91 -0.28
H -1.11 -0.30 1.42
H -3.29 -0.76 1.35
*
```

=====

No. 3
The following is a DFT calculation (ωB97M-V/def2-TZVPD) of a 2-piece molecular cluster, C2H7N2S3 overall at a distorted geometry.

Computed properties:
Kohn-Sham gap ... 8.525 eV
Total energy ... -1384.1544 Eh
Lowest unoccupied orbital energy ... -4.407 eV
Relative energy (zero: lowest compared OMol25 entry of this formula, charge and spin) ... 85.59 kJ/mol

Structure (ORCA input):
```
! RIJCOSX wB97M-V def2-TZVPD def2/J DEFGRID3
* xyz 1 1
C -0.54 -1.54 1.35
C 0.07 1.39 -1.95
N -0.68 1.22 0.54
N -0.60 0.31 -2.21
S -1.53 -1.62 0.05
S 0.39 2.06 -0.53
S -0.97 -1.71 3.07
H 0.58 -1.30 1.30
H 0.41 2.07 -2.81
H -1.54 1.76 0.50
H -0.71 0.02 -3.14
H -0.66 -0.56 -1.48
H -0.41 1.03 1.45
H 0.35 -1.40 3.52
*
```

=====

No. 4
The following is a DFT calculation (ωB97M-V/def2-TZVPD) of one molecule with the formula C2H7N3 at a distorted geometry.

Computed properties:
Kohn-Sham gap ... 9.671 eV
Total energy ... -244.6009 Eh
SMILES ... [H]/N=C\NNC
Lowest unoccupied orbital energy ... 0.975 eV
Relative energy (zero: lowest compared OMol25 entry of this formula, charge and spin) ... 195.41 kJ/mol

Structure (ORCA input):
```
! RIJCOSX wB97M-V def2-TZVPD def2/J DEFGRID3
* xyz 0 1
H -1.34 -1.49 0.76
N -2.07 -1.07 0.17
C -1.66 -0.08 -0.50
N -0.54 0.81 -0.46
N 0.54 0.73 0.39
C 1.67 -0.11 0.21
H -2.40 0.30 -1.21
H -0.42 1.28 -1.36
H 0.23 0.77 1.40
H 1.40 -1.17 0.05
H 2.27 -0.17 1.17
H 2.33 0.20 -0.62
*
```

=====

No. 5
The following is a DFT calculation (ωB97M-V/def2-TZVPD) of one molecule with the formula C2H7N3 at a distorted geometry.

Computed properties:
Kohn-Sham gap ... 9.811 eV
Total energy ... -244.5292 Eh
SMILES ... [H]/N=C\N(C)N
Lowest unoccupied orbital energy ... 0.697 eV
Relative energy (zero: lowest compared OMol25 entry of this formula, charge and spin) ... 383.89 kJ/mol

Structure (ORCA input):
```
! RIJCOSX wB97M-V def2-TZVPD def2/J DEFGRID3
* xyz 0 1
H -1.94 0.64 0.16
N -1.97 -0.32 0.17
C -0.98 -0.84 -0.27
N 0.16 -0.31 -0.46
C 0.31 1.08 -0.09
N 1.11 -1.13 0.15
H -1.10 -1.99 -0.60
H 0.55 0.98 1.05
H 1.06 1.50 -0.85
H -0.54 1.88 -0.05
H 2.11 -0.74 -0.35
H 1.23 -0.74 1.16
*
```

=====

No. 6
The following is a DFT calculation (ωB97M-V/def2-TZVPD) of a 2-piece molecular cluster, C2H7N3 overall at a distorted geometry.

Computed properties:
Kohn-Sham gap ... 9.398 eV
Total energy ... -244.6292 Eh
SMILES ... CNC.N#N
Lowest unoccupied orbital energy ... 1.186 eV
Relative energy (zero: lowest compared OMol25 entry of this formula, charge and spin) ... 121.13 kJ/mol

Structure (ORCA input):
```
! RIJCOSX wB97M-V def2-TZVPD def2/J DEFGRID3
* xyz 0 1
C -0.66 1.07 -0.53
N -0.02 0.04 0.26
C -0.20 -1.30 -0.26
H -0.48 2.05 -0.08
H -1.74 0.92 -0.63
H -0.23 1.07 -1.54
H 0.08 0.16 1.41
H 0.23 -1.36 -1.26
H -1.26 -1.58 -0.33
H 0.31 -2.00 0.40
N 2.03 0.56 0.73
N 1.93 0.37 1.83
*
```

=====

No. 7
The following is a DFT calculation (ωB97M-V/def2-TZVPD) of a 2-piece molecular cluster, C2H7N3 overall at a distorted geometry.

Computed properties:
Kohn-Sham gap ... 10.195 eV
Total energy ... -244.6203 Eh
SMILES ... [H]/N=C/N.C=N
Lowest unoccupied orbital energy ... 0.883 eV
Relative energy (zero: lowest compared OMol25 entry of this formula, charge and spin) ... 144.64 kJ/mol

Structure (ORCA input):
```
! RIJCOSX wB97M-V def2-TZVPD def2/J DEFGRID3
* xyz 0 1
H 0.03 1.76 0.35
N 0.36 1.37 -0.51
C -0.59 1.29 -1.35
N -0.33 1.02 -2.69
H -1.66 1.18 -1.09
H -1.06 0.76 -3.34
H 0.62 0.71 -2.87
C 0.37 -1.89 2.06
N 1.37 -1.29 2.63
H 0.62 -2.72 1.40
H -0.71 -1.59 2.14
H 0.99 -0.60 3.27
*
```

=====

No. 8
The following is a DFT calculation (ωB97M-V/def2-TZVPD) of one molecule with the formula C2H7N3O at a distorted geometry.

Computed properties:
Kohn-Sham gap (spin up / spin down) ... 8.716 / 8.625 eV
Total energy ... -319.7552 Eh
SMILES ... CN/N=[N+](/C)[O-]
Lowest unoccupied orbital energy (spin up / spin down) ... 0.667 / 0.731 eV
Relative energy (zero: lowest compared OMol25 entry of this formula, charge and spin) ... 510.85 kJ/mol

Structure (ORCA input):
```
! RIJCOSX wB97M-V def2-TZVPD def2/J DEFGRID3
* xyz 0 1
C 0.96 -1.57 1.41
N 0.41 -0.28 1.01
N -0.37 -0.05 -0.05
N 0.00 1.14 -0.75
C -0.93 1.54 -1.82
O 0.90 1.95 -0.37
H 1.78 -1.28 1.98
H 0.28 -2.11 1.99
H 1.22 -1.98 0.44
H 1.08 0.52 1.00
H -0.70 2.57 -2.20
H -1.99 1.60 -1.40
H -0.95 0.81 -2.65
*
```

=====

No. 9
The following is a DFT calculation (ωB97M-V/def2-TZVPD) of a 2-piece molecular cluster, C2H7N3O overall at a distorted geometry.

Computed properties:
Kohn-Sham gap (spin up / spin down) ... 11.427 / 4.001 eV
Total energy ... -319.5141 Eh
Lowest unoccupied orbital energy (spin up / spin down) ... -3.780 / -9.798 eV
⟨S²⟩ ... 0.76
Relative energy (zero: lowest compared OMol25 entry of this formula, charge and spin) ... 234.89 kJ/mol

Structure (ORCA input):
```
! RIJCOSX wB97M-V def2-TZVPD def2/J DEFGRID3
* xyz 1 2
N -0.56 -1.31 -1.25
C -1.73 -1.20 -0.36
N -2.02 -0.05 0.08
H 0.22 -1.66 -0.79
H -0.32 -0.37 -1.64
H -2.42 -2.01 -0.36
H -2.91 0.25 0.43
C 1.95 1.42 0.19
N 1.42 0.61 1.12
O 1.42 1.54 -0.90
H 2.71 2.18 0.61
H 0.47 0.06 0.91
H 1.79 0.53 1.97
*
```

=====

No. 10
The following is a DFT calculation (ωB97M-V/def2-TZVPD) of C2H7N3O2 as an isolated structure at a distorted geometry.

Computed properties:
Kohn-Sham gap ... 10.454 eV
Total energy ... -394.9882 Eh
Lowest unoccupied orbital energy ... 0.749 eV
Relative energy (zero: lowest compared OMol25 entry of this formula, charge and spin) ... 569.10 kJ/mol

Structure (ORCA input):
```
! RIJCOSX wB97M-V def2-TZVPD def2/J DEFGRID3
* xyz 0 1
C 1.08 2.52 0.45
N 0.00 0.48 -0.38
N -1.27 -1.37 -0.45
C -0.14 -0.81 0.11
N -1.54 -2.74 -0.36
O 1.33 1.13 0.26
O 0.55 -1.40 0.92
H 1.12 0.72 -0.86
H -1.81 -0.87 -1.15
H -1.67 -2.97 0.62
H -0.73 -3.27 -0.68
H 0.29 2.65 1.19
H 0.77 2.99 -0.49
H 2.01 2.95 0.82
*
```